ORCA calculation (the ωB97M-V functional and the def2-TZVPD basis) on an isolated ion of composition C9H10N and charge +1 in a non-equilibrium geometry.

Atoms and positions in Å:
C: -1.805 1.657 1.571
N: -1.251 1.833 0.588
C: 0.025 1.362 -0.480
C: 1.417 1.898 -0.026
C: -0.212 -0.115 -0.256
C: -1.160 -0.849 -0.980
C: -1.153 -2.240 -0.855
C: -0.341 -2.859 0.078
C: 0.675 -2.115 0.711
C: 0.708 -0.759 0.561
H: -2.477 1.777 2.512
H: -0.303 1.896 -1.386
H: 1.558 2.965 -0.240
H: 1.739 1.800 1.103
H: 2.150 1.305 -0.502
H: -1.881 -0.439 -1.722
H: -1.986 -2.544 -1.449
H: -0.393 -3.867 0.258
H: 1.441 -2.490 1.351
H: 1.518 -0.351 1.128

The value obtained for the energy relative to the best compared isomer or geometry (same formula, charge and spin) is 64.3 kcal/mol. Its HOMO-LUMO gap is 8.549 eV. As for the total charge: +1. Its spin multiplicity is 1. As for the LUMO energy: -4.650 eV. The SMILES is C#[N+][C@@H](C)c1ccccc1. As for the strongest force on any atom: 3.14 eV Å⁻¹.